1.
{
  "formula": "C31H55BBrClI2NO7P2",
  "method": "ωB97M-V/def2-TZVPD",
  "homo_energy_ev": -10.9,
  "e_tot_ha": -6132.73598,
  "total_charge": 1,
  "symbols": ["C", "C", "C", "Cl", "C", "C", "C", "C", "C", "C", "C", "C", "C", "C", "C", "C", "C", "C", "C", "C", "C", "B", "O", "O", "C", "C", "I", "C", "C", "I", "N", "C", "P", "O", "Br", "H", "H", "H", "H", "H", "H", "H", "H", "H", "H", "H", "H", "H", "H", "H", "H", "H", "H", "H", "H", "H", "H", "H", "H", "H", "H", "H", "H", "H", "H", "H", "H", "H", "H", "H", "H", "H", "H", "H", "H", "O", "P", "O", "C", "C", "O", "C", "C", "O", "C", "C", "H", "H", "H", "H", "H", "H", "H", "H", "H", "H", "H", "H", "H", "H", "H"],
  "coordinates": [[5.74546, -5.93077, -1.24136], [5.77354, -4.38795, -1.32307], [4.41904, -3.69581, -1.05224], [3.18781, -4.76247, -1.84534], [4.40781, -2.26488, -1.67134], [3.10479, -1.77551, -2.34220], [2.15125, -0.79296, -1.57900], [1.51014, -1.66247, -0.45229], [0.52498, -2.75252, -0.91877], [-0.77859, -2.77138, -0.07056], [-1.98194, -3.16768, -0.94690], [-0.62425, -3.86220, 1.01183], [1.13337, -0.38290, -2.66547], [-0.31465, -0.05358, -2.32922], [-0.82247, 0.30476, -1.08647], [-2.14743, 0.62274, -0.86275], [-3.04431, 0.58233, -1.91315], [-2.56447, 0.22995, -3.16357], [-1.23130, -0.07473, -3.39629], [-0.86233, -0.38918, -4.83098], [2.98424, 0.39366, -0.97769], [3.90250, 1.23212, -2.02929], [3.88236, 1.12454, -3.40364], [4.71046, 2.16334, -1.43274], [6.06133, 2.26855, -1.92241], [2.21176, 1.30544, -0.00921], [2.23495, 0.90528, 2.09293], [1.52028, 2.39984, -0.33352], [0.79283, 3.28402, 0.64621], [1.32591, 3.09019, -2.30188], [4.04115, -0.27106, -0.10542], [5.02532, -1.15674, -0.77473], [6.02833, -1.88278, 0.71312], [5.87910, -0.65829, 1.79500], [8.12810, -1.70945, -0.00983], [5.50718, -6.39515, -2.19215], [5.13964, -6.29553, -0.41459], [6.77078, -6.23445, -1.00903], [6.52307, -4.09069, -0.58944], [6.10780, -4.15446, -2.33513], [4.15894, -3.74664, 0.00273], [5.13571, -2.33686, -2.48124], [3.40515, -1.25508, -3.25626], [2.47981, -2.58261, -2.70902], [2.33547, -2.18874, 0.05255], [1.07828, -1.05121, 0.33566], [0.29680, -2.73234, -1.98281], [0.97580, -3.72401, -0.72518], [-0.92766, -1.84131, 0.47614], [-2.59195, -2.31791, -1.25302], [-2.63635, -3.87056, -0.42657], [-1.60806, -3.72238, -1.81007], [0.22762, -3.61901, 1.65559], [-1.50317, -3.83457, 1.66009], [-0.53504, -4.85708, 0.57678], [1.51338, 0.40926, -3.31008], [1.06436, -1.23688, -3.34066], [-0.15833, 0.37218, -0.23804], [-2.47601, 0.92289, 0.12506], [-4.08970, 0.83620, -1.80359], [-3.26683, 0.19713, -3.98955], [-1.02984, 0.52126, -5.41608], [0.17647, -0.65674, -4.99117], [-1.54534, -1.12558, -5.25306], [4.60093, 0.60657, -3.78221], [6.12395, 3.14162, -2.57214], [6.41033, 1.37465, -2.43802], [6.69108, 2.49113, -1.06231], [1.48081, 3.68104, 1.39403], [-0.00669, 2.71865, 1.13023], [0.33395, 4.13417, 0.14981], [4.55273, 0.50052, 0.33520], [3.63288, -0.79287, 0.67935], [5.82755, -0.63655, -1.30012], [6.70406, -0.16682, 1.92113], [-4.92202, 2.57133, 2.19191], [-5.88769, 2.81746, 3.28130], [-7.35362, 2.36633, 2.80070], [-7.62799, 0.97678, 2.58437], [-7.65866, 0.17235, 3.87114], [-6.11650, 4.42485, 3.26541], [-5.31630, 5.28043, 2.45148], [-5.94243, 5.49914, 1.08728], [-6.11025, 2.70735, 4.87032], [-4.95667, 2.51579, 5.72216], [-3.97310, 3.66518, 5.63014], [-6.89234, 0.56347, 1.88818], [-8.60255, 0.93353, 2.10104], [-6.66713, 0.11233, 4.32608], [-7.99906, -0.84455, 3.67447], [-8.32392, 0.63547, 4.59894], [-4.30278, 4.88786, 2.36157], [-5.24219, 6.23139, 2.98173], [-6.31175, 4.56551, 0.66416], [-5.22004, 5.93504, 0.39545], [-6.79609, 6.17369, 1.16297], [-4.47096, 1.57150, 5.46323], [-5.33693, 2.42228, 6.73704], [-3.52489, 3.72635, 4.63436], [-3.16739, 3.53172, 6.35217], [-4.47138, 4.61467, 5.82189]],
  "forces_ev_per_angstrom": [[0.998, 0.319, 0.436], [-0.411, -0.895, 0.215], [0.137, -0.591, -0.718], [-0.107, 0.293, -0.015], [-0.140, 0.077, 0.011], [0.181, 1.241, -0.317], [0.030, -0.865, 0.134], [0.573, -0.025, -0.171], [-0.371, 0.209, 0.906], [-0.026, -1.368, -0.096], [0.050, 0.005, 0.258], [-0.168, 0.889, 0.329], [-0.561, -0.009, 0.163], [-0.363, 0.101, -0.421], [0.566, 0.091, 0.368], [-0.330, 0.163, 0.102], [0.136, -0.019, -0.294], [-0.365, 0.047, 0.056], [0.148, -0.266, -0.149], [-0.194, 0.676, 0.005], [-0.719, -0.890, 0.240], [-0.536, 1.559, -0.380], [0.305, -0.881, 0.395], [0.555, -1.441, 0.468], [-0.229, 1.252, 0.123], [-0.053, 0.531, -0.386], [0.033, -0.097, -0.172], [0.072, 0.172, 0.180], [-0.148, 0.077, -0.254], [0.196, 0.030, 0.077], [0.698, 0.385, -0.424], [1.020, -0.969, 0.669], [-0.258, -0.976, 0.451], [0.444, 0.251, -0.467], [-0.252, 0.330, -0.090], [-0.423, -0.034, 0.116], [-0.235, -0.069, -0.196], [-0.047, -0.118, -0.063], [-0.015, 0.448, -0.150], [0.105, 0.372, 0.123], [0.015, 0.156, 0.029], [-0.113, -0.118, -0.078], [0.004, -0.002, 0.028], [0.203, -0.276, 0.279], [-0.009, 0.020, 0.009], [-0.253, -0.006, -0.157], [0.041, 0.333, -0.006], [0.132, 0.007, -0.306], [-0.132, 0.201, -0.355], [0.160, 0.024, -0.251], [-0.058, 0.166, 0.122], [-0.177, 0.176, -0.177], [0.135, -0.327, -0.078], [-0.009, -0.188, -0.019], [0.138, -0.005, 0.023], [0.283, 0.007, 0.181], [0.097, -0.067, 0.106], [0.008, -0.046, -0.001], [0.014, -0.052, 0.021], [0.012, -0.008, 0.189], [0.091, -0.009, -0.075], [0.069, -0.036, -0.045], [-0.076, -0.259, -0.031], [0.209, -0.210, 0.046], [-0.043, 0.173, -0.303], [0.057, -0.200, -0.234], [-0.041, -0.020, -0.005], [0.051, -0.254, 0.007], [-0.023, -0.147, 0.087], [0.066, 0.024, 0.131], [-0.005, -0.044, -0.054], [0.045, -0.102, 0.103], [-0.441, 0.209, -0.099], [-0.679, 0.751, -0.260], [-0.119, 0.150, 0.138], [1.216, -1.763, 1.662], [-3.463, 4.086, -1.829], [0.469, -0.423, 0.464], [-0.081, -0.323, -0.043], [0.133, 0.101, 0.090], [0.316, -0.231, 0.321], [0.012, 0.136, -0.260], [-0.187, 0.067, -0.033], [1.702, -1.653, -0.414], [0.243, 0.049, 0.182], [-0.035, 0.122, -0.199], [0.003, 0.063, -0.011], [0.012, 0.144, -0.021], [-0.017, -0.050, -0.017], [-0.013, 0.016, -0.047], [-0.048, -0.014, -0.028], [-0.056, -0.150, -0.046], [-0.078, -0.050, 0.088], [0.176, -0.089, 0.027], [-0.005, 0.022, 0.017], [0.010, 0.007, 0.001], [-0.042, -0.011, 0.004], [-0.178, 0.012, -0.070], [0.000, -0.050, 0.025], [-0.029, -0.029, 0.031], [-0.012, -0.014, 0.078]]
}

2.
{
  "formula": "C54H58BIrN8P2Te",
  "method": "ωB97M-V/def2-TZVPD",
  "homo_energy_ev": -7.1,
  "e_tot_ha": -3610.64121,
  "de_lowest_kcal_mol": 0.0,
  "total_charge": 0,
  "symbols": ["Ir", "C", "C", "C", "C", "C", "N", "N", "B", "N", "N", "C", "C", "C", "C", "C", "N", "N", "C", "C", "C", "C", "C", "H", "H", "H", "H", "H", "H", "H", "H", "H", "H", "H", "H", "H", "H", "H", "H", "H", "H", "H", "H", "H", "H", "Te", "C", "C", "C", "N", "C", "C", "C", "P", "C", "C", "C", "C", "C", "C", "C", "C", "C", "C", "C", "C", "P", "C", "C", "C", "C", "C", "C", "C", "C", "C", "C", "C", "C", "H", "H", "H", "H", "H", "H", "H", "H", "H", "H", "H", "H", "H", "H", "H", "H", "H", "H", "H", "H", "H", "H", "H", "H", "C", "N", "C", "C", "C", "C", "C", "C", "C", "C", "H", "H", "H", "H", "H", "H", "H", "H", "H", "H", "H", "H"],
  "coordinates": [[-0.12450, 0.19048, 0.48739], [1.46726, 3.43233, 1.15939], [1.64643, 2.31548, 2.12469], [2.32597, 2.37115, 3.34647], [2.16610, 1.12964, 3.92292], [2.64691, 0.63354, 5.24477], [1.43843, 0.38125, 3.07565], [1.12338, 1.09817, 1.96951], [1.11956, -1.10751, 3.12947], [1.75292, -1.81911, 1.93223], [1.16733, -1.78458, 0.69598], [1.90793, -2.60481, -0.06693], [1.54783, -3.09498, -1.42398], [3.00284, -3.09011, 0.65015], [2.84989, -2.59150, 1.92638], [3.72860, -2.76616, 3.12108], [-0.40281, -1.34425, 3.07005], [-1.18415, -0.78325, 2.10638], [-2.43521, -1.18192, 2.33915], [-3.58877, -0.77135, 1.50291], [-2.45634, -2.03130, 3.44620], [-1.14949, -2.10252, 3.88751], [-0.59136, -2.86020, 5.04463], [1.08219, 4.31189, 1.67947], [2.41176, 3.70589, 0.68389], [0.75266, 3.16656, 0.39037], [2.84157, 3.22115, 3.76012], [3.19796, 1.42591, 5.74763], [1.81068, 0.34068, 5.88000], [3.30238, -0.23093, 5.13865], [1.54220, -1.55508, 4.15191], [1.14683, -2.31089, -2.05563], [2.43708, -3.51565, -1.89503], [0.80003, -3.88463, -1.34701], [3.68718, -3.84926, 0.31022], [4.50567, -3.49465, 2.89677], [4.21511, -1.82308, 3.37954], [3.17439, -3.10683, 3.99543], [-3.44952, -1.09541, 0.47324], [-4.50087, -1.23899, 1.87055], [-3.71225, 0.31168, 1.51644], [-3.31952, -2.50580, 3.88108], [-1.39657, -3.39453, 5.54510], [0.15554, -3.58559, 4.72083], [-0.11761, -2.19473, 5.76610], [0.05051, 0.85214, -4.47043], [0.35607, -0.88745, -5.63400], [1.04059, -1.99363, -5.14640], [1.19930, -3.10209, -5.96408], [0.73769, -3.18238, -7.21025], [0.09042, -2.11543, -7.67278], [-0.12636, -0.95997, -6.93653], [0.12591, 0.01820, -2.57229], [-1.14633, -0.57135, -1.48247], [-1.32249, -2.39691, -1.58880], [-1.44406, -3.14347, -0.42328], [-1.57721, -4.52674, -0.47431], [-1.58634, -5.18120, -1.69398], [-1.45524, -4.44542, -2.86596], [-1.32470, -3.06908, -2.81173], [-2.83102, -0.13858, -2.12363], [-3.86663, 0.45349, -1.40400], [-5.11122, 0.67150, -1.97493], [-5.35780, 0.30393, -3.28806], [-4.34092, -0.27960, -4.02546], [-3.09989, -0.50095, -3.44703], [1.13372, 0.82562, -1.36811], [1.63019, 2.50668, -2.00128], [2.87341, 2.63694, -2.62932], [3.25914, 3.82482, -3.23241], [2.41389, 4.92139, -3.22431], [1.17915, 4.81421, -2.60394], [0.79467, 3.62350, -2.00641], [2.82337, 0.12416, -1.22606], [3.61489, 0.42038, -0.12442], [4.87380, -0.14429, 0.00299], [5.35965, -1.01177, -0.96521], [4.58385, -1.27937, -2.07835], [3.33090, -0.69999, -2.22054], [1.42725, -1.99885, -4.13879], [1.72697, -3.97575, -5.59338], [-0.28267, -2.18735, -8.68909], [-0.67816, -0.13979, -7.37950], [-1.38565, -2.65825, 0.53890], [-1.66048, -5.08741, 0.44833], [-1.68204, -6.25867, -1.73515], [-1.44006, -4.94502, -3.82664], [-1.17024, -2.53281, -3.73550], [-3.70386, 0.78939, -0.39650], [-5.88623, 1.13880, -1.38042], [-6.33040, 0.47372, -3.73147], [-4.50257, -0.56918, -5.05571], [-2.34243, -0.95970, -4.06285], [3.55797, 1.80387, -2.66644], [4.22617, 3.88438, -3.71492], [2.71476, 5.84937, -3.69349], [0.50407, 5.66029, -2.57562], [-0.16563, 3.58802, -1.52465], [3.25265, 1.08445, 0.64891], [5.46238, 0.06686, 0.88771], [6.30241, -1.51907, -0.80950], [4.94363, -1.95776, -2.84272], [2.72744, -0.90461, -3.09685], [-2.26688, 3.71525, 4.95705], [-2.10878, 2.40603, 4.37087], [-3.34557, 1.66681, 4.32071], [-1.19850, 2.19526, 3.25271], [-1.62244, 2.60572, 1.83484], [-2.30346, 3.82307, 1.74061], [-2.81032, 4.32540, 0.55391], [-2.59728, 3.60224, -0.60169], [-1.84629, 2.43793, -0.53346], [-1.32393, 1.89171, 0.64185], [-2.56739, 3.59950, 6.00264], [-3.03107, 4.34472, 4.47814], [-1.31639, 4.25195, 4.93944], [-3.81240, 1.67153, 5.30897], [-3.14741, 0.63126, 4.04917], [-4.07908, 2.08105, 3.60668], [-0.96079, 1.13418, 3.25441], [-0.27713, 2.72366, 3.51590], [-2.44648, 4.40539, 2.63560], [-3.35193, 5.26289, 0.54298], [-2.97681, 3.93906, -1.55948], [-1.63147, 1.95693, -1.48044]],
  "forces_ev_per_angstrom": [[0.034, -0.044, 0.217], [-0.036, 0.018, -0.021], [0.028, 0.010, -0.078], [0.018, 0.035, -0.032], [-0.022, -0.069, 0.028], [0.001, 0.002, -0.006], [0.137, 0.171, -0.029], [0.041, -0.065, 0.038], [-0.147, -0.234, 0.010], [0.162, 0.186, -0.067], [0.282, 0.166, 0.033], [-0.107, -0.053, -0.075], [0.173, 0.086, -0.109], [-0.505, -0.364, 0.228], [0.138, 0.127, 0.034], [-0.010, -0.030, -0.041], [0.017, 0.091, 0.050], [0.043, -0.099, -0.094], [0.036, -0.080, -0.072], [0.026, -0.113, 0.011], [-0.009, 0.083, 0.069], [-0.035, -0.013, 0.020], [0.003, 0.001, -0.003], [0.026, 0.000, 0.005], [0.005, -0.028, 0.008], [0.064, 0.029, 0.105], [0.006, 0.006, 0.006], [0.004, -0.002, 0.001], [-0.003, -0.005, 0.002], [0.001, -0.001, -0.002], [0.007, -0.022, -0.013], [0.032, 0.045, -0.042], [0.019, 0.051, -0.015], [0.107, -0.005, -0.013], [0.177, 0.158, 0.004], [-0.002, 0.000, -0.005], [-0.001, -0.005, 0.026], [-0.008, -0.004, -0.015], [0.013, -0.014, 0.015], [-0.010, 0.040, 0.060], [0.002, -0.016, 0.030], [-0.002, -0.012, 0.000], [0.003, -0.004, 0.002], [0.004, -0.003, 0.001], [-0.001, 0.006, 0.003], [-0.133, -0.248, -0.043], [0.039, -0.027, -0.022], [-0.064, -0.001, -0.119], [0.020, -0.033, 0.063], [-0.010, 0.015, -0.011], [0.023, 0.000, -0.028], [-0.011, 0.023, 0.027], [0.081, 0.545, 0.312], [-0.242, -0.194, -0.039], [-0.177, -0.023, 0.030], [-0.127, -0.031, 0.002], [-0.055, 0.023, 0.052], [-0.020, -0.023, -0.006], [0.008, -0.002, -0.038], [0.004, -0.008, 0.054], [-0.031, -0.104, -0.192], [0.109, 0.132, -0.034], [-0.028, -0.002, 0.010], [-0.010, 0.005, 0.024], [0.042, -0.010, 0.023], [-0.035, 0.020, -0.091], [0.072, 0.074, -0.161], [0.102, -0.069, -0.067], [-0.031, -0.025, 0.051], [-0.014, 0.026, -0.017], [0.019, 0.011, -0.004], [-0.041, -0.027, 0.044], [-0.024, -0.044, -0.061], [-0.220, -0.094, -0.129], [0.138, -0.006, 0.124], [0.029, 0.007, 0.168], [-0.154, -0.073, 0.221], [0.036, -0.090, -0.312], [-0.023, -0.024, 0.056], [-0.010, -0.059, 0.055], [-0.003, 0.007, 0.001], [-0.008, 0.000, 0.000], [-0.010, 0.009, 0.003], [-0.048, 0.070, 0.042], [0.001, -0.010, 0.001], [-0.001, -0.003, -0.003], [0.002, -0.006, 0.002], [0.022, 0.060, -0.035], [0.045, 0.027, -0.055], [-0.014, 0.004, -0.017], [-0.002, 0.006, -0.007], [-0.017, 0.004, -0.004], [0.043, 0.022, 0.031], [0.015, 0.004, 0.000], [0.006, -0.003, 0.000], [-0.004, 0.001, 0.000], [-0.001, 0.000, -0.007], [-0.123, -0.035, 0.023], [-0.025, -0.020, 0.026], [0.032, 0.030, -0.022], [0.093, 0.091, -0.125], [0.034, 0.021, -0.016], [0.049, 0.018, 0.040], [0.130, -0.029, 0.036], [-0.148, -0.108, -0.048], [-0.080, 0.094, -0.088], [0.080, 0.006, 0.085], [-0.046, 0.009, 0.054], [-0.100, -0.092, -0.001], [0.008, 0.007, 0.029], [0.054, -0.030, -0.017], [0.099, 0.121, -0.184], [0.075, -0.076, -0.061], [0.016, 0.020, 0.013], [-0.019, 0.018, 0.007], [-0.008, 0.003, -0.033], [0.000, 0.001, -0.002], [0.015, -0.057, -0.018], [0.026, -0.014, -0.004], [-0.027, 0.156, 0.037], [-0.071, -0.021, -0.016], [-0.041, -0.011, 0.072], [0.000, 0.000, -0.005], [0.003, 0.013, 0.003], [-0.023, -0.001, 0.046]]
}